(1)
Molecular formula: C3H9N5
Method: DFT, the ωB97M-V functional and the def2-TZVPD basis

Output
Maximum force ... 2.83 eV Å⁻¹
Frontier orbital gap (spin up / spin down) ... 8.0313 / 8.0237 eV
Highest occupied orbital energy (spin up / spin down) ... -7.3 / -7.3 eV
Energy above the lowest of the compared OMol25 structures with the same formula, charge and spin ... 6.4389 eV

Geometry as XYZ:
```
17
Properties=species:S:1:pos:R:3:forces:R:3
C 0.3233 -1.8904 0.3081 -0.475 0.655 -0.317
C 2.6707 0.7551 -0.4295 0.843 2.451 1.139
C -2.2403 0.4017 -0.4268 -1.597 0.953 1.354
N 1.4854 -1.2353 0.1134 -0.048 -2.570 -0.427
N -0.8548 -1.2461 0.1836 -0.810 -1.260 -0.832
N 0.7951 0.8540 0.8902 -0.866 0.059 1.546
N 1.5877 0.0357 0.2866 0.264 1.440 0.633
N -0.9157 -0.0662 -0.4079 0.816 -0.855 0.481
H 0.1116 -2.9770 0.1596 1.409 0.822 0.666
H 3.6368 1.1161 0.1197 -1.890 -1.388 -0.040
H 3.0074 0.3004 -1.3196 -0.092 -0.936 -0.877
H 2.2071 1.7364 -0.6441 0.128 -0.647 -0.248
H -2.8621 -0.2031 0.3389 0.322 1.380 -1.106
H -2.2500 1.5093 -0.2609 -0.126 -0.883 0.627
H -2.6899 0.3759 -1.4075 -0.225 -0.684 -0.610
H -1.7135 -1.8951 0.2964 1.348 1.736 -0.077
H 0.2375 0.4647 1.7148 0.997 -0.273 -1.910
```
Forces are in eV/Å.

Atom charges from the natural (NBO) analysis, given in e for atoms 1 to 8:
1 C 0.0767
2 C -0.4193
3 C -0.4444
4 N -0.3339
5 N -0.3245
6 N -0.4577
7 N 0.0809
8 N -0.3135

(2)
Molecular formula: C3H9N5
Method: DFT, the ωB97M-V functional and the def2-TZVPD basis

Output
Maximum force ... 10.05 eV Å⁻¹
Frontier orbital gap ... 9.4811 eV
Highest occupied orbital energy ... -8.9 eV
Energy above the lowest of the compared OMol25 structures with the same formula, charge and spin ... 9.1267 eV

Geometry as XYZ:
```
17
Properties=species:S:1:pos:R:3:forces:R:3
C -2.0014 -0.6505 -1.0846 0.879 -2.759 -1.008
C -0.2344 0.8019 0.2619 -2.030 -0.033 -4.691
C 0.8258 0.0186 -0.6183 -1.606 -0.889 -0.317
H -2.2079 0.0612 -2.0220 -0.837 -1.925 1.936
H -1.0928 -1.3868 -1.6073 -2.934 1.874 2.092
H -2.9852 -1.4632 -0.2706 2.533 2.366 -3.483
H -2.2942 0.6292 0.4440 0.497 0.038 0.002
H -1.0564 2.0824 1.4169 3.662 0.011 -1.871
H 1.5086 -1.0890 -2.0070 -1.243 1.565 -0.067
H 2.5373 -1.3060 0.3563 -4.196 3.432 -0.749
H 0.1683 -1.4641 1.9206 -2.488 -0.340 -0.311
H 1.3146 0.1494 2.2913 -2.784 -4.708 -0.875
N -1.5114 0.1728 -0.0214 1.375 1.682 2.309
N -0.0018 1.9163 0.8608 -4.010 -1.400 2.108
N 0.7813 -0.2917 -1.9138 1.880 -0.071 3.300
N 1.5662 -0.4819 0.3996 4.324 -5.939 3.032
N 0.9611 -0.9203 1.8354 6.978 7.096 -1.407
```
Forces are in eV/Å.

Atom charges from the natural (NBO) analysis, given in e for atoms 1 to 8:
1 C -0.4152
2 C 0.4155
3 C 0.3727
4 H 0.2211
5 H 0.2507
6 H 0.1856
7 H 0.3762
8 H 0.3088

(3)
Molecular formula: C3H9N5
Method: DFT, the ωB97M-V functional and the def2-TZVPD basis

Output
Maximum force ... 4.56 eV Å⁻¹
Frontier orbital gap (spin up / spin down) ... 7.1332 / 6.9467 eV
Highest occupied orbital energy (spin up / spin down) ... -6.8 / -6.7 eV
Energy above the lowest of the compared OMol25 structures with the same formula, charge and spin ... 6.8909 eV

Geometry as XYZ:
```
17
Properties=species:S:1:pos:R:3:forces:R:3
C -0.0366 -1.5179 -0.2863 -0.305 -1.666 -0.655
C 2.8483 0.4371 0.6390 3.480 0.382 -2.894
C -2.8791 0.7074 0.2552 0.817 0.955 -2.429
N 1.2127 -1.1635 -0.0038 0.565 -0.705 1.910
N -1.1563 -0.8459 -0.2650 -4.115 -0.072 0.796
N 1.5438 0.7730 -1.1646 -2.044 3.495 -2.106
N 1.7294 -0.0200 -0.2429 0.740 -0.328 0.853
N -1.4897 0.4217 0.1313 2.948 -1.286 -0.590
H -0.2012 -2.6298 -0.3617 0.321 1.418 -0.038
H 3.8110 -0.2155 0.5937 -2.074 0.668 0.023
H 3.1555 1.4507 0.1978 -0.538 -1.642 0.691
H 2.5661 0.5973 1.6235 -1.000 -0.170 1.742
H -3.3157 1.1060 -0.6865 -0.225 -0.989 -0.145
H -3.4545 -0.0274 0.7236 -1.197 -1.374 0.665
H -2.9406 1.6146 0.7793 0.061 1.017 1.517
H -1.9731 -1.5640 -0.3377 1.454 1.715 -0.025
H 0.5803 0.8763 -1.5948 1.112 -1.419 0.687
```
Forces are in eV/Å.

Atom charges from the natural (NBO) analysis, given in e for atoms 1 to 8:
1 C 0.1299
2 C -0.4150
3 C -0.4490
4 N -0.3696
5 N -0.2843
6 N -0.4812
7 N 0.1701
8 N -0.4646

(4)
Molecular formula: C3H9N5
Method: DFT, the ωB97M-V functional and the def2-TZVPD basis

Output
Maximum force ... 4.96 eV Å⁻¹
Frontier orbital gap ... 9.8847 eV
Highest occupied orbital energy ... -18.4 eV
Energy above the lowest of the compared OMol25 structures with the same formula, charge and spin ... 5.6554 eV
Charge ... +2
SMILES ... N[N@@H+]1NC=N/C1=C\[NH3+]

Geometry as XYZ:
```
17
Properties=species:S:1:pos:R:3:forces:R:3
N 0.8682 1.3887 -0.6610 -0.272 3.001 -0.328
N 1.1353 0.5030 0.3743 -0.301 0.050 0.449
N 2.4702 0.0063 0.3802 1.711 -0.358 -0.422
C 2.3544 -1.3157 0.0683 -2.572 0.438 1.386
N 1.2000 -1.8931 0.0444 -3.367 2.451 -0.241
C 0.1092 -0.6345 0.1925 1.813 -0.935 -0.592
C -1.1808 -0.1150 0.1026 4.316 -2.422 0.377
N -2.3730 -0.8129 -0.2170 -2.004 0.776 -0.947
H 1.4173 2.2035 -0.4814 0.096 1.202 0.464
H 1.1727 1.1980 -1.6255 -0.137 -1.615 0.589
H 0.9385 0.8391 1.3666 0.287 0.661 -1.591
H 3.3883 0.5971 0.1930 -2.904 -1.076 0.467
H 3.1588 -1.9450 0.1723 2.257 -1.295 -0.484
H -1.3766 0.9142 0.1936 0.371 1.142 0.251
H -2.3343 -1.4422 -0.9979 0.434 0.054 -1.740
H -3.1374 -0.0774 -0.3770 0.878 -1.544 0.137
H -2.7033 -1.5065 0.4089 -0.607 -0.530 2.225
```
Forces are in eV/Å.

Atom charges from the natural (NBO) analysis, given in e for atoms 1 to 8:
1 N -0.6378
2 N -0.1043
3 N -0.4593
4 C 0.2679
5 N -0.3527
6 C 0.3133
7 C -0.1113
8 N -0.6861

(5)
Molecular formula: C3H9N5O
Method: DFT, the ωB97M-V functional and the def2-TZVPD basis

Output
Maximum force ... 7.59 eV Å⁻¹
Frontier orbital gap ... 9.5265 eV
Highest occupied orbital energy ... -9.0 eV
Energy above the lowest of the compared OMol25 structures with the same formula, charge and spin ... 4.5814 eV
SMILES ... CC(=O)N/C(=N/N)NN

Geometry as XYZ:
```
18
Properties=species:S:1:pos:R:3:forces:R:3
C -2.0451 0.7411 -0.7766 -2.279 2.668 0.705
C -2.2166 -0.5436 -0.0084 -2.500 -0.780 2.230
O -3.3869 -0.9689 0.4676 6.901 1.700 -2.659
N -0.9042 -0.9822 0.2942 -0.979 -5.728 4.043
C 0.4165 -0.5842 0.2896 5.726 0.234 -1.726
N 1.3121 -1.3303 -0.3406 -2.611 1.020 0.481
N 2.6875 -1.0790 -0.3221 -1.230 -0.152 -0.570
N 0.9499 0.5200 1.0949 -4.504 -0.711 0.995
N 1.2545 1.5690 0.2097 -2.166 1.615 -2.521
H -1.3087 0.8999 -1.6012 -0.838 -0.971 0.401
H -1.6649 1.4642 0.0278 -0.603 -0.753 -0.842
H -3.1244 1.1450 -0.9978 2.231 -0.752 -0.042
H -0.6397 -1.9032 0.9805 -2.817 2.632 -2.455
H 3.0971 -1.8952 -0.7702 0.087 0.361 0.383
H 3.0847 -0.8917 0.5796 0.043 0.155 0.629
H 0.0432 0.8291 1.6698 2.857 -0.412 -1.133
H 2.1257 1.3084 -0.3019 -1.293 0.204 0.183
H 0.3191 1.7013 -0.4947 3.974 -0.330 1.901
```
Forces are in eV/Å.

Atom charges from the natural (NBO) analysis, given in e for atoms 1 to 8:
1 C -0.7421
2 C 0.6897
3 O -0.5877
4 N -0.6806
5 C 0.4394
6 N -0.2854
7 N -0.6608
8 N -0.4811

(6)
Molecular formula: C3H9NO
Method: DFT, the ωB97M-V functional and the def2-TZVPD basis

Output
Maximum force ... 3.40 eV Å⁻¹
Frontier orbital gap ... 10.7660 eV
Highest occupied orbital energy ... -9.8 eV
Energy above the lowest of the compared OMol25 structures with the same formula, charge and spin ... 2.6421 eV
SMILES ... C=CN.CO

Geometry as XYZ:
```
14
Properties=species:S:1:pos:R:3:forces:R:3
C 2.1183 0.7455 -1.0383 -0.865 -0.016 -2.459
C 0.9777 0.6593 -1.7466 0.806 0.449 0.652
N 0.8913 0.3965 -3.1377 -0.394 -3.097 0.001
H 2.0394 1.0885 -0.0479 0.415 0.132 1.201
H 3.0762 0.6416 -1.6036 -0.729 -0.028 0.958
H -0.0133 0.8759 -1.3682 0.142 -0.084 0.692
H 1.3941 -0.4906 -3.3382 -1.004 0.029 0.408
H 1.5243 0.9375 -3.6105 1.622 2.614 -1.447
C -1.6407 -0.7542 2.6349 -0.185 1.079 -0.881
O -3.0011 -1.1405 2.2360 0.419 0.224 2.042
H -1.0396 -0.7812 1.7009 -0.411 -0.399 0.523
H -1.1429 -1.4292 3.3894 -0.810 0.818 -0.583
H -1.5974 0.3696 2.8805 -0.167 -1.723 0.324
H -3.5862 -1.1188 3.0493 1.161 0.003 -1.432
```
Forces are in eV/Å.

Atom charges from the natural (NBO) analysis, given in e for atoms 1 to 8:
1 C -0.4491
2 C 0.0026
3 N -0.8495
4 H 0.2055
5 H 0.1953
6 H 0.1842
7 H 0.3566
8 H 0.3545

(7)
Molecular formula: C3H9NO
Method: DFT, the ωB97M-V functional and the def2-TZVPD basis

Output
Maximum force ... 1.84 eV Å⁻¹
Frontier orbital gap ... 8.8138 eV
Highest occupied orbital energy ... -7.8 eV
Energy above the lowest of the compared OMol25 structures with the same formula, charge and spin ... 1.4211 eV
SMILES ... C/C=C/N.O

Geometry as XYZ:
```
14
Properties=species:S:1:pos:R:3:forces:R:3
C 1.8751 0.6145 2.1051 0.264 -0.008 -0.750
C 0.6058 0.4852 1.3140 -1.355 -0.588 0.658
C -0.5529 0.8534 1.8649 -0.240 0.276 0.666
N -1.8448 0.8667 1.3321 1.361 -1.189 -0.342
H 2.5894 -0.1453 1.7906 0.144 0.021 0.153
H 1.7354 0.5453 3.1820 -0.173 -0.082 0.033
H 2.3125 1.5943 1.8982 0.254 -0.083 0.059
H 0.4914 -0.1144 0.4164 0.711 0.408 -0.435
H -0.5471 1.1198 2.9214 0.027 0.427 -0.132
H -2.4596 1.5153 1.7556 -0.568 0.489 -0.056
H -1.8660 0.7465 0.3301 -0.423 0.328 0.144
O -0.0904 -2.2858 -5.2052 1.013 0.622 -0.405
H 0.2926 -2.1533 -6.0906 -0.256 -0.094 0.562
H -0.8609 -2.8145 -5.3440 -0.759 -0.527 -0.155
```
Forces are in eV/Å.

Atom charges from the natural (NBO) analysis, given in e for atoms 1 to 8:
1 C -0.6259
2 C -0.3187
3 C 0.0180
4 N -0.8235
5 H 0.2107
6 H 0.2076
7 H 0.2070
8 H 0.1966

(8)
Molecular formula: C3H9NO
Method: DFT, the ωB97M-V functional and the def2-TZVPD basis

Output
Maximum force ... 3.58 eV Å⁻¹
Frontier orbital gap ... 6.3337 eV
Highest occupied orbital energy ... -7.7 eV
Energy above the lowest of the compared OMol25 structures with the same formula, charge and spin ... 7.4701 eV

Geometry as XYZ:
```
14
Properties=species:S:1:pos:R:3:forces:R:3
C 0.1150 -0.0920 -1.6588 -0.040 0.710 0.157
C 0.8512 0.2824 -0.6297 0.450 -0.458 0.180
N 0.4361 1.3759 0.2603 -1.240 -0.527 -0.730
C -0.4278 0.9483 1.2037 2.950 1.247 1.602
H -2.0341 0.5421 -0.1568 0.649 -0.204 0.167
H -0.6942 0.5645 -2.0212 -0.111 -0.057 -0.183
H 1.6149 -0.3155 -0.1315 0.099 0.168 -0.280
H -0.0165 2.1340 -0.2507 0.607 0.328 -0.191
H -1.4342 0.6026 0.4771 -1.926 -0.522 -0.973
H -0.7685 1.7649 1.8232 -0.752 -0.137 0.142
H -0.0881 0.0303 1.6782 -0.536 -0.197 0.068
H 0.0974 -2.9522 0.2592 -0.107 0.020 0.083
H -0.2225 -1.5388 -0.2187 -0.116 -0.356 0.061
O -0.3644 -2.1518 0.5323 0.073 -0.015 -0.101
```
Forces are in eV/Å.

Atom charges from the natural (NBO) analysis, given in e for atoms 1 to 8:
1 C -0.4182
2 C -0.2262
3 N -0.4601
4 C -0.1973
5 H 0.1399
6 H 0.1553
7 H 0.1919
8 H 0.3802

(9)
Molecular formula: C3H9NO
Method: DFT, the ωB97M-V functional and the def2-TZVPD basis

Output
Maximum force ... 0.93 eV Å⁻¹
Frontier orbital gap ... 10.1999 eV
Highest occupied orbital energy ... -9.3 eV
Energy above the lowest of the compared OMol25 structures with the same formula, charge and spin ... 1.6946 eV
SMILES ... C=O.CCN

Geometry as XYZ:
```
14
Properties=species:S:1:pos:R:3:forces:R:3
C -1.6205 2.6378 1.7316 -0.328 -0.141 -0.200
O -2.0715 2.3565 2.8045 0.135 0.064 0.080
H -0.5557 2.8518 1.5607 0.187 0.027 0.130
H -2.2652 2.6845 0.8345 0.007 0.023 -0.006
C 1.6368 -1.2722 -1.1191 0.117 0.073 -0.688
C 0.5252 -0.5147 -0.4367 -0.057 0.580 0.721
N -0.6822 -1.2579 -0.0982 -0.263 -0.233 -0.094
H 1.2678 -1.7848 -2.0089 -0.082 -0.102 -0.008
H 2.3776 -0.5538 -1.4829 0.161 -0.164 0.198
H 2.1246 -2.0107 -0.4828 -0.043 0.069 0.098
H 0.9101 -0.0742 0.4922 0.120 -0.182 0.017
H 0.2647 0.3742 -1.0160 -0.216 -0.201 -0.243
H -1.4095 -1.1883 -0.7972 0.143 0.097 -0.118
H -0.5021 -2.2482 0.0183 0.118 0.091 0.113
```
Forces are in eV/Å.

Atom charges from the natural (NBO) analysis, given in e for atoms 1 to 8:
1 C 0.2830
2 O -0.4879
3 H 0.1037
4 H 0.1007
5 C -0.6237
6 C -0.2182
7 N -0.8405
8 H 0.2012

(10)
Molecular formula: C3H9NO
Method: DFT, the ωB97M-V functional and the def2-TZVPD basis

Output
Maximum force ... 1.24 eV Å⁻¹
Frontier orbital gap ... 10.3805 eV
Highest occupied orbital energy ... -9.4 eV
Energy above the lowest of the compared OMol25 structures with the same formula, charge and spin ... 1.0350 eV
SMILES ... NCCCO

Geometry as XYZ:
```
14
Properties=species:S:1:pos:R:3:forces:R:3
N -0.1110 -0.0609 2.0011 0.071 -0.019 -0.513
C -0.9130 -0.1526 0.7516 0.681 0.856 0.535
C -0.3328 0.6910 -0.3909 -0.571 -0.164 0.491
C 0.8974 0.1043 -1.0221 0.022 -0.371 -1.182
O 0.5648 -0.7892 -2.1100 -0.157 -0.125 0.449
H 0.5843 0.6732 1.8960 -0.104 -0.068 0.168
H 0.4050 -0.9184 2.1527 -0.007 0.057 0.051
H -0.9655 -1.1985 0.4835 -0.397 -0.304 -0.217
H -1.8959 0.2613 0.9638 -0.286 -0.378 0.005
H -0.1572 1.6916 0.0096 0.164 0.074 -0.003
H -1.1048 0.8027 -1.1523 0.062 0.072 -0.200
H 1.4947 -0.4515 -0.2989 0.248 0.227 0.161
H 1.4929 0.8716 -1.5258 0.085 -0.107 0.354
H 0.0410 -1.5247 -1.7584 0.188 0.253 -0.101
```
Forces are in eV/Å.

Atom charges from the natural (NBO) analysis, given in e for atoms 1 to 8:
1 N -0.8350
2 C -0.2136
3 C -0.4495
4 C -0.0707
5 O -0.7235
6 H 0.3476
7 H 0.3533
8 H 0.1737

(11)
Molecular formula: C3H9NO
Method: DFT, the ωB97M-V functional and the def2-TZVPD basis

Output
Maximum force ... 3.09 eV Å⁻¹
Frontier orbital gap ... 9.7973 eV
Highest occupied orbital energy ... -8.9 eV
Energy above the lowest of the compared OMol25 structures with the same formula, charge and spin ... 3.9621 eV
SMILES ... C=C.NCO

Geometry as XYZ:
```
14
Properties=species:S:1:pos:R:3:forces:R:3
C 1.7417 -1.0289 1.1089 -0.714 -0.420 -0.108
C 2.9564 -0.4809 1.2417 0.127 -1.371 -0.778
H 1.4286 -1.8930 0.4911 1.033 -0.440 1.267
H 0.9508 -0.6719 1.7190 -1.403 1.542 -0.659
H 3.6973 -1.3290 1.3365 0.420 1.912 -1.420
H 3.0453 0.6319 1.1217 0.523 -1.208 1.694
N -2.1809 1.3688 -1.6002 2.122 0.213 -0.142
C -1.4576 0.7271 -0.5435 0.415 0.541 -1.412
O -1.2736 -0.7348 -0.8074 -0.882 1.399 2.613
H -3.1311 1.2995 -1.4612 -2.451 -0.197 0.390
H -1.9892 0.9428 -2.4693 0.464 -0.308 -1.244
H -2.1115 1.1043 0.2699 1.061 -1.313 0.751
H -0.4206 1.1407 -0.5314 -0.823 -0.228 0.436
H -1.2555 -1.0766 0.1243 0.107 -0.123 -1.388
```
Forces are in eV/Å.

Atom charges from the natural (NBO) analysis, given in e for atoms 1 to 8:
1 C -0.3817
2 C -0.4329
3 H 0.1977
4 H 0.1738
5 H 0.2145
6 H 0.2272
7 N -0.8200
8 C 0.0602

(12)
Molecular formula: C3H9NO
Method: DFT, the ωB97M-V functional and the def2-TZVPD basis

Output
Maximum force ... 2.45 eV Å⁻¹
Frontier orbital gap (spin up / spin down) ... 11.2184 / 7.9996 eV
Highest occupied orbital energy (spin up / spin down) ... -15.2 / -15.3 eV
Energy above the lowest of the compared OMol25 structures with the same formula, charge and spin ... 0.0000 eV
Charge ... +1
Spin multiplicity ... 2
Expectation value of S² ... 0.762

Geometry as XYZ:
```
14
Properties=species:S:1:pos:R:3:forces:R:3
C -1.1890 0.5238 1.7442 -0.106 0.840 0.872
C -0.2794 0.7237 0.5997 -0.917 -1.222 -1.405
C -0.5540 1.6334 -0.4453 0.114 0.512 0.944
N 0.6604 -0.1928 0.3826 0.600 2.121 1.063
H -1.6371 1.4633 2.0681 -0.135 0.041 -0.298
H -0.6415 0.1945 2.6208 0.041 -0.493 0.065
H -2.0024 -0.1693 1.5002 0.275 0.013 -0.040
H 0.1170 1.7204 -1.2776 0.035 -0.064 -0.423
H -1.3217 2.3795 -0.2893 -0.054 -0.091 -0.224
H 1.0421 -0.5581 1.2478 0.086 -0.866 -0.292
H 1.3391 0.0617 -0.3288 0.050 -0.793 -0.248
H 0.2427 -2.1610 -1.8223 0.000 0.054 -0.161
H 1.6275 -2.7495 -1.7653 0.174 0.107 -0.129
O 1.1715 -1.9055 -1.8708 -0.163 -0.158 0.276
```
Forces are in eV/Å.

Atom charges from the natural (NBO) analysis, given in e for atoms 1 to 8:
1 C -0.6979
2 C 0.3008
3 C -0.1434
4 N -0.5723
5 H 0.2642
6 H 0.2512
7 H 0.2851
8 H 0.2170